1.
DFT (ωB97M-V with the def2-TZVPD basis set) results for 2 unconnected molecules or ions with the total composition C10H16O.

SMILES: CCc1ccc(O)cc1.CC
Net charge: 0
Energy relative to the best compared isomer or geometry (same formula, charge and spin), kcal per mole: 45.6

Bonds (Å) are listed after each position.
Cartesian coordinates (Å):
1 C 0.857 -1.346 -0.375  C2 1.520, C3 1.515, H10 1.077, H11 1.071
2 C 0.373 -2.096 -1.605  C1 1.520, H12 1.057, H18 1.115, H19 1.115
3 C -0.262 -0.588 0.310  C1 1.515, C4 1.404, C5 1.388
4 C -1.020 0.422 -0.303  C3 1.404, C6 1.426, H13 1.029
5 C -0.518 -0.787 1.660  C3 1.388, C7 1.425, H14 1.116
6 C -2.182 1.039 0.248  C4 1.426, C8 1.426, H15 1.067
7 C -1.707 -0.283 2.264  C5 1.425, C8 1.355, H16 1.156
8 C -2.479 0.586 1.566  C6 1.426, C7 1.355, O9 1.378
9 O -3.599 0.983 2.263  C8 1.378, H17 0.977
10 H 1.417 -1.978 0.294  C1 1.077
11 H 1.597 -0.638 -0.688  C1 1.071
12 H -0.231 -1.431 -2.160  C2 1.057
13 H -0.710 0.655 -1.256  C4 1.029
14 H 0.117 -1.377 2.362  C5 1.116
15 H -2.838 1.727 -0.236  C6 1.067
16 H -2.083 -0.547 3.325  C7 1.156
17 H -4.058 1.773 1.916  O9 0.977
18 H -0.196 -3.023 -1.360  C2 1.115
19 H 1.126 -2.239 -2.415  C2 1.115
20 C 3.554 1.265 -2.348  C21 1.513, H22 1.125, H23 1.195, H24 1.118
21 C 4.936 0.678 -2.157  C20 1.513, H25 1.122, H26 1.126, H27 1.104
22 H 3.055 1.510 -1.370  C20 1.125
23 H 3.749 2.203 -3.063  C20 1.195
24 H 2.820 0.578 -2.836  C20 1.118
25 H 5.656 1.454 -1.786  C21 1.122
26 H 4.775 -0.057 -1.320  C21 1.126
27 H 5.287 0.175 -3.075  C21 1.104

Mulliken atomic charges, in units of e: -0.3319, -1.1582, 0.1739, -0.2196, -0.3240, -1.0358, -0.4810, 0.9622, -0.5481, 0.3668, -0.0958, 0.3526, 0.4963, 0.2927, 0.3274, 0.2537, 0.3054, 0.3043, 0.3445, -0.6815, -0.7504, 0.2129, 0.2796, 0.2089, 0.2577, 0.2132, 0.2745



2.
DFT (ωB97M-V with the def2-TZVPD basis set) results for 2 unconnected molecules or ions with the total composition C10H16O.

SMILES: CCc1ccc(O)cc1.CC
Net charge: 0
Energy relative to the best compared isomer or geometry (same formula, charge and spin), kcal per mole: 73.4

Bonds (Å) are listed after each position.
Cartesian coordinates (Å):
1 C 2.586 1.991 2.113  C2 1.487, H3 1.099, H4 1.043, H5 1.083
2 C 2.002 2.127 0.752  C1 1.487, H6 1.053, H7 1.048, H8 1.143
3 H 3.318 1.172 2.150  C1 1.099
4 H 2.951 2.910 2.446  C1 1.043
5 H 1.767 1.738 2.775  C1 1.083
6 H 2.352 1.374 0.105  C2 1.053
7 H 2.002 3.057 0.267  C2 1.048
8 H 0.882 1.943 0.893  C2 1.143
9 C -1.957 0.600 1.217  C10 1.551, C11 1.525, H18 1.134, H19 1.033
10 C -2.522 1.917 0.623  C9 1.551, H20 1.177, H26 1.114, H27 1.124
11 C -1.140 -0.253 0.253  C9 1.525, C12 1.454, C13 1.313
12 C -0.271 0.417 -0.701  C11 1.454, C14 1.331, H21 0.986
13 C -1.277 -1.559 0.275  C11 1.313, C15 1.405, H22 1.111
14 C 0.404 -0.382 -1.523  C12 1.331, C16 1.397, H23 1.179
15 C -0.306 -2.359 -0.351  C13 1.405, C16 1.396, H24 1.047
16 C 0.549 -1.748 -1.270  C14 1.397, C15 1.396, O17 1.355
17 O 1.378 -2.390 -2.128  C16 1.355, H25 0.968
18 H -1.328 0.934 2.100  C9 1.134
19 H -2.839 0.114 1.446  C9 1.033
20 H -3.472 2.200 1.258  C10 1.177
21 H -0.353 1.398 -0.765  C12 0.986
22 H -2.207 -1.821 0.823  C13 1.111
23 H 0.971 0.142 -2.414  C14 1.179
24 H -0.388 -3.351 -0.029  C15 1.047
25 H 1.930 -1.663 -2.453  O17 0.968
26 H -3.157 1.681 -0.261  C10 1.114
27 H -1.860 2.784 0.349  C10 1.124

Mulliken atomic charges, in units of e: -0.9754, -0.4086, 0.3022, 0.3022, 0.2558, 0.1745, 0.4847, -0.1100, -0.6706, -1.1708, 0.7031, -1.1154, -0.2828, -0.5786, -0.8927, 0.9932, -0.5537, 0.2122, 0.4331, 0.3328, 0.8264, 0.3109, 0.0843, 0.4513, 0.2913, 0.3330, 0.2677



3.
DFT (ωB97M-V with the def2-TZVPD basis set) results for 2 unconnected molecules or ions with the total composition C10H16O.

SMILES: Cc1ccc(O)cc1.CCC
Net charge: 0
Energy relative to the best compared isomer or geometry (same formula, charge and spin), kcal per mole: 67.0

Bonds (Å) are listed after each position.
Cartesian coordinates (Å):
1 C 2.199 0.262 -0.111  C2 1.541, C3 1.572, H4 1.093, H5 1.206
2 C 2.360 1.547 0.724  C1 1.541, H6 1.071, H7 1.130, H10 1.126
3 C 3.159 -0.915 0.296  C1 1.572, H8 1.084, H9 1.094, H11 1.089
4 H 1.212 -0.142 0.127  C1 1.093
5 H 2.070 0.456 -1.294  C1 1.206
6 H 1.656 1.394 1.516  C2 1.071
7 H 1.869 2.333 0.077  C2 1.130
8 H 3.402 -1.379 -0.654  C3 1.084
9 H 3.972 -0.544 0.928  C3 1.094
10 H 3.286 1.914 1.248  C2 1.126
11 H 2.573 -1.727 0.723  C3 1.089
12 C -1.278 -0.542 2.229  C18 1.545, H25 0.963, H26 1.124, H27 1.134
13 C -1.845 0.070 -2.083  C14 1.388, C15 1.439, O19 1.342
14 C -2.249 -1.136 -1.528  C13 1.388, C16 1.431, H20 1.085
15 C -1.695 1.126 -1.117  C13 1.439, C17 1.409, H22 1.109
16 C -2.136 -1.310 -0.112  C14 1.431, C18 1.363, H23 1.161
17 C -1.652 0.965 0.282  C15 1.409, C18 1.402, H24 1.054
18 C -1.729 -0.349 0.764  C12 1.545, C16 1.363, C17 1.402
19 O -1.724 0.318 -3.396  C13 1.342, H21 0.989
20 H -2.781 -1.884 -2.108  C14 1.085
21 H -1.631 -0.474 -3.980  O19 0.989
22 H -1.513 2.142 -1.523  C15 1.109
23 H -2.292 -2.402 0.249  C16 1.161
24 H -1.391 1.801 0.867  C17 1.054
25 H -0.579 -1.198 2.330  C12 0.963
26 H -2.135 -0.826 2.899  C12 1.124
27 H -1.126 0.500 2.647  C12 1.134

Mulliken atomic charges, in units of e: 0.4967, -1.0359, -1.1108, -0.3690, 0.2975, 0.2600, 0.2414, 0.2729, 0.3263, 0.3470, 0.2873, -1.4605, 0.3623, -0.3998, -0.5195, -0.3492, -0.4236, 0.6279, -0.5503, 0.3681, 0.3333, 0.2967, 0.2271, 0.3900, 0.3969, 0.3856, 0.3019



4.
DFT (ωB97M-V with the def2-TZVPD basis set) results for 2 unconnected molecules or ions with the total composition C10H16O.

SMILES: Cc1ccccc1.CC(C)O
Net charge: 0
Energy relative to the best compared isomer or geometry (same formula, charge and spin), kcal per mole: 23.5

Bonds (Å) are listed after each position.
Cartesian coordinates (Å):
1 C 0.940 -1.097 -2.446  C3 1.516, H10 1.091, H11 1.088, H15 1.091
2 C 0.195 1.202 -1.708  C3 1.394, C4 1.391, H8 1.083
3 C 1.003 0.085 -1.499  C1 1.516, C2 1.394, C6 1.388
4 C 0.324 2.278 -0.837  C2 1.391, C5 1.389, H9 1.083
5 C 1.299 2.276 0.154  C4 1.389, C7 1.390, H12 1.085
6 C 2.100 0.189 -0.654  C3 1.388, C7 1.394, H13 1.086
7 C 2.219 1.240 0.254  C5 1.390, C6 1.394, H14 1.077
8 H -0.657 1.180 -2.377  C2 1.083
9 H -0.329 3.142 -0.856  C4 1.083
10 H 1.221 -2.045 -1.987  C1 1.091
11 H 1.634 -0.929 -3.268  C1 1.088
12 H 1.442 3.162 0.765  C5 1.085
13 H 2.820 -0.622 -0.619  C6 1.086
14 H 3.050 1.274 0.939  C7 1.077
15 H -0.076 -1.225 -2.825  C1 1.091
16 C -1.218 -1.085 0.965  C17 1.538, C18 1.509, O19 1.439, H20 1.085
17 C -2.452 -0.173 0.849  C16 1.538, H21 1.092, H26 1.095, H27 1.076
18 C -0.377 -0.783 2.182  C16 1.509, H22 1.085, H23 1.097, H24 1.098
19 O -1.689 -2.444 0.974  C16 1.439, H25 0.970
20 H -0.667 -0.923 0.045  C16 1.085
21 H -2.261 0.885 1.040  C17 1.092
22 H 0.344 0.014 2.033  C18 1.085
23 H -1.003 -0.640 3.070  C18 1.097
24 H 0.238 -1.647 2.467  C18 1.098
25 H -2.064 -2.550 1.862  O19 0.970
26 H -3.181 -0.454 1.617  C17 1.095
27 H -2.854 -0.309 -0.140  C17 1.076

Mulliken atomic charges, in units of e: -1.7167, -0.2199, 0.7309, -0.6125, -0.3305, -0.1181, -0.7022, 0.3443, 0.3676, 0.3713, 0.4287, 0.3727, 0.3382, 0.3914, 0.3488, 1.3423, -1.3369, -1.2508, -0.5784, -0.5723, 0.3211, 0.2554, 0.3740, 0.3508, 0.3581, 0.4039, 0.3386



5.
DFT (ωB97M-V with the def2-TZVPD basis set) results for 2 unconnected molecules or ions with the total composition C10H16O.

SMILES: Cc1ccc(O)cc1.CCC
Net charge: 0
Energy relative to the best compared isomer or geometry (same formula, charge and spin), kcal per mole: 78.2

Bonds (Å) are listed after each position.
Cartesian coordinates (Å):
1 C -1.228 1.440 1.443  C2 1.613, C3 1.596, H4 1.061, H5 1.163
2 C -1.817 2.487 0.366  C1 1.613, H6 1.176, H7 1.228, H9 1.018
3 C -0.883 1.907 2.930  C1 1.596, H8 1.117, H10 1.182, H11 1.002
4 H -0.261 1.194 1.082  C1 1.061
5 H -2.086 0.672 1.601  C1 1.163
6 H -2.139 1.879 -0.588  C2 1.176
7 H -2.738 3.057 0.945  C2 1.228
8 H 0.050 2.502 3.079  C3 1.117
9 H -1.067 3.146 0.167  C2 1.018
10 H -0.746 0.893 3.522  C3 1.182
11 H -1.651 2.426 3.310  C3 1.002
12 C 0.852 -2.815 1.409  C14 1.486, H22 1.073, H23 1.023, H27 1.081
13 C 1.581 -0.776 0.156  C14 1.315, C15 1.399, H20 1.141
14 C 0.750 -1.776 0.351  C12 1.486, C13 1.315, C16 1.504
15 C 1.549 0.123 -0.915  C13 1.399, C17 1.383, H21 1.047
16 C -0.469 -1.774 -0.530  C14 1.504, C18 1.366, H24 1.070
17 C 0.502 0.027 -1.814  C15 1.383, C18 1.496, O19 1.406
18 C -0.599 -0.968 -1.625  C16 1.366, C17 1.496, H25 1.071
19 O 0.446 0.901 -2.914  C17 1.406, H26 1.051
20 H 2.549 -0.586 0.730  C13 1.141
21 H 2.245 0.894 -1.047  C15 1.047
22 H 0.423 -2.287 2.239  C12 1.073
23 H 1.794 -3.068 1.718  C12 1.023
24 H -1.237 -2.455 -0.227  C16 1.070
25 H -1.573 -0.749 -2.014  C18 1.071
26 H 1.157 1.674 -2.863  O19 1.051
27 H 0.289 -3.656 1.031  C12 1.081

Mulliken atomic charges, in units of e: 0.2765, -1.0293, -1.1878, -0.1171, 0.2588, 0.2121, 0.2901, 0.3122, 0.3559, 0.2320, 0.4288, -1.4961, -0.3650, 0.5032, -0.6402, -0.4161, 0.9400, -0.6387, -0.5863, 0.1814, 0.3288, 0.2766, 0.4197, 0.3585, 0.4014, 0.3242, 0.3765



6.
DFT (ωB97M-V with the def2-TZVPD basis set) results for 2 unconnected molecules or ions with the total composition C10H16O.

SMILES: CCc1ccc(O)cc1.CC
Net charge: 0
Energy relative to the best compared isomer or geometry (same formula, charge and spin), kcal per mole: 26.2

Bonds (Å) are listed after each position.
Cartesian coordinates (Å):
1 C -1.001 0.440 1.865  C2 1.522, C3 1.502, H10 1.101, H11 1.090
2 C -0.861 0.208 3.362  C1 1.522, H12 1.095, H18 1.098, H19 1.084
3 C -0.602 -0.722 1.000  C1 1.502, C4 1.374, C5 1.400
4 C 0.635 -0.828 0.410  C3 1.374, C6 1.396, H13 1.085
5 C -1.539 -1.724 0.718  C3 1.400, C7 1.373, H14 1.080
6 C 1.005 -1.927 -0.367  C4 1.396, C8 1.386, H15 1.089
7 C -1.212 -2.813 -0.052  C5 1.373, C8 1.393, H16 1.085
8 C 0.031 -2.863 -0.677  C6 1.386, C7 1.393, O9 1.368
9 O 0.287 -3.983 -1.420  C8 1.368, H17 0.966
10 H -2.050 0.689 1.641  C1 1.101
11 H -0.567 1.376 1.514  C1 1.090
12 H -1.837 0.071 3.840  C2 1.095
13 H 1.295 0.032 0.435  C4 1.085
14 H -2.489 -1.656 1.228  C5 1.080
15 H 1.946 -1.887 -0.913  C6 1.089
16 H -1.900 -3.599 -0.349  C7 1.085
17 H 1.081 -3.902 -1.964  O9 0.966
18 H -0.413 1.052 3.904  C2 1.098
19 H -0.272 -0.654 3.651  C2 1.084
20 C 1.569 2.293 -1.967  C21 1.534, H22 1.088, H23 1.090, H24 1.082
21 C 0.579 3.359 -2.453  C20 1.534, H25 1.089, H26 1.095, H27 1.095
22 H 1.081 1.322 -2.009  C20 1.088
23 H 2.350 2.206 -2.722  C20 1.090
24 H 1.989 2.584 -1.013  C20 1.082
25 H 1.070 4.320 -2.595  C21 1.089
26 H -0.207 3.557 -1.716  C21 1.095
27 H 0.032 3.051 -3.350  C21 1.095

Mulliken atomic charges, in units of e: -0.8692, -1.1507, 0.2132, -0.2722, -0.4169, -0.6368, -0.5828, 0.8233, -0.5420, 0.4164, 0.3893, 0.2960, 0.3827, 0.3554, 0.2344, 0.3657, 0.2994, 0.3230, 0.3613, -0.6831, -0.9517, 0.1667, 0.3436, 0.2697, 0.2941, 0.2763, 0.2949



7.
DFT (ωB97M-V with the def2-TZVPD basis set) results for 2 unconnected molecules or ions with the total composition C10H16O2.

SMILES: Cc1ccc(O)cc1.CC(C)O
Net charge: 0
Energy relative to the best compared isomer or geometry (same formula, charge and spin), kcal per mole: 54.2

Bonds (Å) are listed after each position.
Cartesian coordinates (Å):
1 C -1.086 -2.307 -4.036  C7 1.459, H14 1.070, H15 1.099, H16 0.998
2 C -0.390 0.539 -1.093  C3 1.403, C4 1.398, O8 1.310
3 C -1.434 -0.387 -0.944  C2 1.403, C5 1.328, H9 1.112
4 C 0.421 0.649 -2.227  C2 1.398, C6 1.375, H11 1.192
5 C -1.610 -1.300 -1.891  C3 1.328, C7 1.398, H12 1.117
6 C 0.262 -0.299 -3.210  C4 1.375, C7 1.462, H13 1.044
7 C -0.808 -1.282 -3.035  C1 1.459, C5 1.398, C6 1.462
8 O -0.179 1.490 -0.218  C2 1.310, H10 0.965
9 H -2.079 -0.415 -0.038  C3 1.112
10 H -0.535 1.486 0.679  O8 0.965
11 H 1.330 1.419 -2.170  C4 1.192
12 H -2.462 -2.020 -1.845  C5 1.117
13 H 0.891 -0.393 -4.038  C6 1.044
14 H -1.778 -2.996 -3.600  C1 1.070
15 H -0.102 -2.729 -4.286  C1 1.099
16 H -1.481 -1.824 -4.816  C1 0.998
17 C 0.696 1.085 2.829  C18 1.499, C19 1.570, O20 1.420, H21 1.081
18 C 0.785 1.359 4.300  C17 1.499, H22 1.181, H27 1.116, H28 1.118
19 C 1.933 0.435 2.113  C17 1.570, H23 1.121, H24 1.137, H25 1.069
20 O -0.261 0.036 2.804  C17 1.420, H26 0.915
21 H 0.309 1.941 2.294  C17 1.081
22 H 0.437 0.459 4.982  C18 1.181
23 H 1.686 -0.633 1.878  C19 1.121
24 H 1.856 0.996 1.127  C19 1.137
25 H 2.779 0.707 2.708  C19 1.069
26 H -1.071 0.255 2.438  O20 0.915
27 H 0.080 2.173 4.592  C18 1.116
28 H 1.810 1.555 4.702  C18 1.118

Mulliken atomic charges, in units of e: -1.3982, 0.9631, -0.3486, -0.3552, -0.6739, -0.6661, 0.7386, -0.5746, 0.1718, 0.2006, 0.2132, 0.1962, 0.4407, 0.3642, 0.3379, 0.3588, 0.5809, -1.3181, -0.9317, -0.5832, 0.3510, 0.2505, 0.2680, 0.1416, 0.3909, 0.2662, 0.2940, 0.3215



8.
DFT (ωB97M-V with the def2-TZVPD basis set) results for a single C10H16O4 molecule.

SMILES: C=CCO[C@@]1(C)C[C@H](OCC)C(=O)O1
Net charge: 0
Energy relative to the best compared isomer or geometry (same formula, charge and spin), kcal per mole: 87.5

Bonds (Å) are listed after each position.
Cartesian coordinates (Å):
1 O -0.676 2.005 2.027  C5 1.215
2 O -2.576 0.710 0.207  C11 1.413, C12 1.439
3 O 1.094 1.500 0.626  C5 1.373, C14 1.393
4 O 1.739 -0.038 -0.828  C8 1.468, C14 1.373
5 C -0.177 1.360 1.125  O1 1.215, O3 1.373, C12 1.561
6 C 3.724 -2.776 -0.248  C7 1.390, H15 1.075, H16 1.163
7 C 3.248 -1.539 0.170  C6 1.390, C8 1.484, H17 1.065
8 C 1.830 -1.098 0.184  O4 1.468, C7 1.484, H18 1.085, H19 1.166
9 C -3.994 -1.019 0.704  C11 1.522, H20 1.095, H21 1.110, H22 1.149
10 C 1.649 2.281 -1.565  C14 1.570, H23 1.109, H24 1.145, H25 1.098
11 C -3.347 0.228 1.290  O2 1.413, C9 1.522, H26 1.064, H27 1.086
12 C -1.146 0.552 0.206  O2 1.439, C5 1.561, C13 1.477, H28 1.122
13 C -0.459 0.812 -1.075  C12 1.477, C14 1.551, H29 1.167, H30 1.123
14 C 1.017 1.124 -0.713  O3 1.393, O4 1.373, C10 1.570, C13 1.551
15 H 3.099 -3.528 -0.694  C6 1.075
16 H 4.844 -3.065 -0.122  C6 1.163
17 H 3.894 -0.720 0.384  C7 1.065
18 H 1.570 -0.694 1.157  C8 1.085
19 H 1.082 -1.976 0.018  C8 1.166
20 H -4.498 -0.843 -0.251  C9 1.095
21 H -3.282 -1.870 0.734  C9 1.110
22 H -4.888 -1.288 1.374  C9 1.149
23 H 1.495 3.188 -0.945  C10 1.109
24 H 2.714 2.103 -1.947  C10 1.145
25 H 0.960 2.444 -2.405  C10 1.098
26 H -3.940 1.097 1.451  C11 1.064
27 H -2.712 -0.012 2.138  C11 1.086
28 H -1.009 -0.537 0.444  C12 1.122
29 H -0.445 -0.111 -1.789  C13 1.167
30 H -0.810 1.709 -1.654  C13 1.123

Mulliken atomic charges, in units of e: -0.5782, -0.4155, -0.4213, -0.4065, 0.2562, -0.7034, -0.3200, -0.1867, -0.9605, -1.4294, -0.3574, 0.4080, -1.3509, 1.7141, 0.2706, 0.2165, 0.3186, 0.2742, 0.2278, 0.2801, 0.2494, 0.3503, 0.3858, 0.2859, 0.3395, 0.3682, 0.2823, 0.2996, 0.2198, 0.3826



no.,F_max (eV/A),orbital gap (Eh),total energy (Eh)
1,3.542,0.3401,-465.82519
2,5.917,0.3365,-465.78088
3,8.369,0.3382,-465.79099
4,1.863,0.3699,-465.86037
5,5.217,0.3300,-465.77315
6,1.483,0.3398,-465.85611
7,4.114,0.3130,-541.02810
8,4.113,0.3831,-691.48771